No. 1
Density functional theory data (wB97M-V/def2-TZVPD) for a single C2H4N2O molecule in a non-equilibrium geometry.

Properties
2S+1: 1
Structure (SMILES): Oc1c[nH][nH]1
Energy, eV: -7162.08719
Frontier orbital gap, eV: 8.556
HOMO, eV: -7.764

Last column: Mulliken charge in e.
Cartesian coordinates (Å):
C (0.552756, 0.552508, -0.838797)  -0.48
C (0.661022, -0.286992, 0.216081)  0.35
N (-0.812960, 0.805661, -0.574204)  -0.24
N (-0.970574, -0.392877, 0.226438)  -0.39
O (1.406060, -1.222605, 0.842509)  -0.46
H (1.305481, 0.988710, -1.383901)  0.39
H (-1.632656, 1.089843, -1.272779)  0.24
H (-1.435326, -0.296837, 1.119061)  0.23
H (0.926196, -1.237410, 1.665591)  0.35

Cartesian forces (eV/Å) of the 2 atoms listed first:
-0.742 -1.234 3.016
-3.766 -1.560 -1.089


No. 2
Density functional theory data (wB97M-V/def2-TZVPD) for 2 unconnected molecules or ions with the total composition CH2BrFO in a non-equilibrium geometry.

Properties
2S+1: 1
Energy, eV: -75871.80319
Frontier orbital gap (alpha / beta), eV: 8.543 / 7.421
HOMO (alpha / beta), eV: -9.086 / -8.833

Last column: Mulliken charge in e.
Cartesian coordinates (Å):
C (0.861318, 0.204580, 0.024988)  -0.04
O (-1.033695, -1.072844, -0.013563)  -0.48
F (0.310132, 1.402364, -0.038652)  -0.15
Br (-2.353547, -0.008014, -0.011602)  0.11
H (0.842278, -0.254393, 0.908911)  0.29
H (1.373513, -0.271692, -0.870080)  0.26

Cartesian forces (eV/Å) of the 2 atoms listed first:
-1.817 -0.004 -4.330
3.025 -0.468 -0.137


No. 3
Density functional theory data (wB97M-V/def2-TZVPD) for a single C7H11FO2 molecule in a non-equilibrium geometry.

Properties
2S+1: 1
Energy, eV: -14244.27268
Frontier orbital gap, eV: 8.691
HOMO, eV: -9.386

Last column: Mulliken charge in e.
Cartesian coordinates (Å):
C (-1.870856, 0.055388, -0.094103)  0.36
C (-2.245773, -0.154497, 1.344136)  -0.21
C (-0.595479, -0.508594, -0.898336)  -0.36
C (0.856695, -0.626769, 1.099131)  -1.63
C (0.248443, 1.653607, 0.382246)  -1.88
C (1.664346, 0.101098, -1.106131)  -1.72
C (0.533310, 0.199604, -0.084071)  1.75
O (-2.685954, 0.759232, -0.524705)  -0.44
O (-0.674594, -1.917994, -1.046732)  -0.52
F (-3.266764, -1.046769, 1.476104)  -0.14
H (-0.251993, -0.098476, -1.898039)  0.63
H (-0.001157, -0.350772, 1.712665)  0.48
H (0.925177, -1.766924, 0.828916)  0.26
H (1.777748, -0.330398, 1.598329)  0.45
H (1.102044, 2.090818, 0.853347)  0.47
H (-0.554340, 1.746153, 1.076568)  0.46
H (0.018617, 2.159287, -0.523934)  0.45
H (1.614790, 0.923813, -1.857671)  0.41
H (2.723391, 0.258547, -0.692317)  0.34
H (1.540667, -0.901146, -1.540596)  0.43
H (-0.858318, -2.245202, -0.104815)  0.41

Cartesian forces (eV/Å) of the 2 atoms listed first:
2.961 -4.566 -1.299
-1.176 -0.720 1.115